113
Properties=species:S:1:pos:R:3:forces:R:3:mulliken_charge:R:1 method="wB97M-V/def2-TZVPD" energy_ev=-95765.7068 charge=-1 gap_ev=7.984 multiplicity=1 homo_ha=-0.2311
Cl -0.890574 0.420516 -0.713616 2.270 -1.712 2.628 1.581
O -1.754113 0.978355 -1.659652 -3.126 0.613 -1.146 -0.622
O 0.358257 0.999837 -0.966200 3.140 1.402 -0.618 -0.656
O -1.177919 0.624421 0.679067 -1.685 1.427 0.595 -0.663
O -0.762638 -0.996828 -0.799311 -0.614 -1.714 -1.468 -0.640
O 1.094467 6.999747 -1.902901 -1.620 -0.989 -1.121 -0.673
C 0.361607 6.341784 -2.642123 -0.813 2.228 3.417 0.576
O 0.840168 5.589667 -3.559814 1.198 -1.598 -0.754 -0.318
C -0.149973 4.960546 -4.354980 -0.978 0.907 -1.233 -0.473
C -1.468447 5.763997 -4.115349 0.955 -0.386 0.211 -0.493
C -1.229330 6.271837 -2.667364 1.007 0.786 -1.270 -0.431
H -0.267323 3.893007 -4.168732 0.484 0.086 0.028 0.336
H 0.241781 5.269132 -5.324205 -0.418 -1.214 -0.516 0.297
H -2.391988 5.226246 -4.329838 0.201 -0.350 0.474 0.356
H -1.444380 6.533770 -4.886696 -0.090 0.581 0.484 0.244
H -1.631197 5.617063 -1.894149 0.173 0.045 -0.044 0.320
H -1.597456 7.292886 -2.567120 -0.059 -0.164 0.422 0.259
O 8.354876 -1.839865 -3.009263 -0.820 1.294 -1.696 -0.644
C 7.459020 -1.300378 -3.652311 2.941 -0.159 2.371 0.518
O 6.235324 -1.636511 -3.353769 -2.684 -1.783 0.985 -0.314
C 5.248042 -1.206843 -4.253273 0.775 2.338 -1.668 -0.320
C 6.155089 -0.476290 -5.304989 -2.044 0.527 -2.249 -0.595
C 7.488360 -0.208531 -4.734180 0.556 -1.868 1.601 -0.282
H 4.533045 -0.503162 -3.826985 0.329 0.034 0.647 0.267
H 4.605342 -1.924183 -4.763633 0.634 -0.864 0.462 0.255
H 5.711985 0.462832 -5.636358 -0.293 -0.092 -0.044 0.362
H 6.226819 -1.084670 -6.206559 0.016 -0.157 0.009 0.248
H 7.513365 0.793781 -4.306562 0.659 -0.218 0.122 0.262
H 8.360525 -0.551437 -5.290812 -0.089 0.932 -0.506 0.241
O -10.964022 2.420847 -2.499116 1.252 -1.041 -0.963 -0.601
C -10.003426 1.927481 -1.933313 -2.132 1.317 -0.095 0.450
O -9.036310 1.186990 -2.432788 0.549 -0.358 -0.965 -0.364
C -7.991995 0.825637 -1.477090 -1.039 1.217 0.706 -0.310
C -8.563692 1.392772 -0.085066 -0.795 -0.161 -0.399 -0.490
C -9.889090 2.167935 -0.491047 2.090 -1.511 0.794 -0.238
H -7.054660 1.248901 -1.838115 -0.122 0.195 0.195 0.225
H -7.913549 -0.259260 -1.547355 -0.052 0.101 0.433 0.254
H -8.011462 2.080747 0.555112 0.850 -0.226 -0.656 0.323
H -8.741297 0.519840 0.543076 -0.350 0.097 0.018 0.245
H -9.776514 3.248520 -0.403028 -0.324 -0.155 0.555 0.261
H -10.794585 1.731584 -0.069409 0.103 0.530 0.376 0.245
O -1.101926 -7.600231 -6.102391 -2.623 2.148 1.196 -0.592
C -1.940104 -6.990302 -5.420709 3.676 -1.596 -1.419 0.473
O -2.329816 -5.683443 -5.641146 1.072 -1.557 -0.514 -0.322
C -3.043062 -5.241790 -4.535879 -2.943 -0.414 0.954 -0.373
C -3.222418 -6.419608 -3.585806 -0.011 1.778 2.696 -0.535
C -2.545300 -7.563520 -4.159644 0.344 -1.141 -0.708 -0.279
H -4.111467 -5.149511 -4.731057 0.201 1.526 -1.213 0.232
H -2.632353 -4.396582 -3.983559 0.205 0.124 -0.784 0.353
H -4.245133 -6.566151 -3.238422 0.021 0.044 -0.262 0.407
H -2.657992 -6.018880 -2.743812 -0.168 -0.869 0.718 0.182
H -3.142216 -8.414069 -4.488833 -0.354 0.115 0.090 0.235
H -1.860796 -7.965901 -3.412896 0.600 -0.126 -0.739 0.219
O 7.571883 2.939077 -0.262699 -0.980 2.175 0.845 -0.629
C 6.880468 3.907952 0.056320 0.611 -3.477 -1.081 0.500
O 6.827405 5.010770 -0.660856 1.862 0.394 -0.525 -0.347
C 5.815261 5.901011 -0.243943 -1.076 -1.250 0.545 -0.338
C 4.935645 4.993449 0.657777 -1.783 0.636 -0.485 -0.511
C 5.854793 3.975651 1.174904 2.366 -0.941 -0.775 -0.326
H 5.428355 6.127049 -1.237578 -0.743 1.132 0.727 0.302
H 6.178935 6.682692 0.423010 0.352 0.481 -0.752 0.260
H 4.225388 4.400783 0.081255 -0.263 0.467 -0.378 0.228
H 4.347617 5.496889 1.425156 0.174 0.322 -0.141 0.333
H 5.438460 2.969256 1.218934 0.173 0.211 0.836 0.289
H 6.579779 4.279006 1.930199 -0.742 -0.153 1.139 0.240
O -4.390906 7.593096 3.058440 2.843 -0.863 0.538 -0.639
C -3.227073 7.224010 3.259695 -2.509 1.107 0.224 0.510
O -2.425153 6.796197 2.305063 -0.722 -0.542 -2.705 -0.309
C -1.240585 6.121631 2.709840 -0.008 0.874 0.423 -0.383
C -1.332969 6.196282 4.207093 0.780 0.242 1.549 -0.408
C -2.372306 7.263789 4.496831 -0.726 0.009 0.537 -0.403
H -0.387408 6.754801 2.466381 -0.045 -0.156 -0.731 0.228
H -1.165626 5.151049 2.219484 -0.145 0.086 0.192 0.321
H -0.371347 6.577644 4.550554 0.063 -0.637 0.496 0.248
H -1.644472 5.303911 4.749991 0.370 -0.223 -0.316 0.309
H -2.001185 8.287511 4.545572 0.309 0.009 -0.029 0.232
H -2.893742 7.079322 5.436071 -0.217 0.062 -0.232 0.295
O 5.773005 -7.411442 -0.092567 -3.351 2.934 -1.752 -0.610
C 4.945014 -6.693622 -0.702919 1.819 -0.384 1.624 0.510
O 4.073878 -5.769227 -0.128728 0.289 -0.209 1.561 -0.347
C 3.041848 -5.257059 -0.998149 0.257 -1.793 -2.008 -0.270
C 3.252436 -6.165573 -2.228985 0.138 0.955 -1.647 -0.503
C 4.703002 -6.587370 -2.182063 0.199 -2.037 0.942 -0.410
H 3.069270 -4.212230 -1.307477 0.844 0.128 0.729 0.289
H 2.011789 -5.459693 -0.704868 0.357 0.032 1.109 0.231
H 3.126388 -5.644311 -3.177928 -0.528 0.177 0.072 0.320
H 2.554443 -7.002752 -2.235698 0.262 -0.134 0.156 0.271
H 5.473516 -5.963680 -2.635286 -0.321 0.229 -0.049 0.279
H 4.855966 -7.624830 -2.479370 0.036 0.139 -0.718 0.243
O 0.067877 -2.462679 8.564737 1.118 1.073 -1.117 -0.562
C 0.781339 -1.797530 7.850223 -1.174 -0.907 -1.155 0.469
O 0.772045 -1.954901 6.435011 -1.054 -1.699 1.822 -0.332
C 1.616038 -1.101000 5.725355 -0.017 1.761 0.692 -0.333
C 1.983284 -0.024304 6.757811 -0.318 -0.719 0.703 -0.573
C 1.820156 -0.776143 8.133707 1.250 1.012 -0.984 -0.409
H 0.988383 -0.600896 4.987759 0.385 -0.430 -0.551 0.280
H 2.511081 -1.559154 5.304521 -0.293 -0.468 -0.050 0.291
H 1.175448 0.705202 6.700144 0.396 0.445 0.124 0.255
H 2.967835 0.390216 6.541146 -0.192 0.235 0.362 0.350
H 1.694382 -0.091618 8.972570 -0.432 -0.366 -0.019 0.332
H 2.706858 -1.378473 8.331344 0.298 0.050 0.120 0.232
O -3.898952 -6.577844 5.681607 0.207 -0.648 0.394 -0.641
C -3.437612 -5.769069 4.920761 -3.775 1.044 2.497 0.506
O -2.721389 -6.029480 3.935881 4.413 -2.277 -5.052 -0.360
C -2.170333 -4.861390 3.222713 -1.173 0.815 1.126 -0.260
C -3.168441 -3.801970 3.643404 0.305 1.781 0.503 -0.421
C -3.734790 -4.319297 4.913952 -0.592 0.273 1.583 -0.345
H -2.105847 -4.906702 2.135566 0.021 -0.998 0.271 0.322
H -1.219733 -4.581293 3.676584 0.188 -0.570 -0.216 0.196
H -3.979074 -3.540173 2.963383 0.420 -0.144 -0.355 0.300
H -2.630025 -2.915394 3.978359 -0.044 0.432 -0.979 0.220
H -4.787982 -4.079610 5.060326 0.093 -0.289 0.146 0.302
H -3.191875 -4.000265 5.803648 -0.030 0.623 0.081 0.183


108
Properties=species:S:1:pos:R:3:forces:R:3:mulliken_spin:R:1 method="wB97M-V/def2-TZVPD" energy_ev=-127327.6120 charge=0 gap_ev="8.424 / 7.350" multiplicity=6 homo_ha="-0.3029 / -0.3079"
Fe -0.292586 0.014311 0.098903 -0.017 -0.065 -0.260 4.267
C -3.375456 -0.642086 1.057741 -0.037 0.006 0.019 -0.001
N -2.539031 -0.664209 -0.149837 -0.024 -0.127 -0.010 0.036
C -3.224655 0.158195 -1.163736 0.101 0.072 0.005 0.004
C -2.438629 -2.062771 -0.602863 -0.015 -0.009 -0.023 0.010
C -1.421975 -2.195703 -1.714087 -0.058 0.038 0.074 -0.006
N -0.134021 -1.664501 -1.239213 0.052 -0.034 -0.263 0.077
C 0.685695 -1.167815 -2.390943 0.005 -0.117 0.119 0.003
C 0.063342 -0.053637 -3.186762 -0.035 -0.035 -0.138 0.028
C -0.059234 -0.207963 -4.562415 0.018 -0.045 0.033 -0.011
C -0.536169 0.815857 -5.366941 0.013 -0.032 -0.054 0.019
C -0.872456 2.004410 -4.732061 -0.029 0.087 0.035 -0.010
C -0.787603 2.219984 -3.357511 -0.019 0.065 -0.128 0.029
C -0.324583 1.149756 -2.577816 -0.095 -0.059 0.225 -0.006
O -0.282714 1.232304 -1.237914 -0.162 0.198 -0.140 0.240
C -1.184352 3.612270 -2.837423 -0.001 -0.014 0.019 0.003
C -2.636633 3.907381 -3.245431 -0.012 0.005 0.004 0.002
C -1.089065 3.811050 -1.320330 0.008 0.013 0.011 0.000
C -0.253677 4.648547 -3.488871 -0.019 0.017 -0.014 0.003
C -0.683694 0.691494 -6.883756 0.011 -0.001 0.023 0.002
C 0.227330 1.718772 -7.569753 0.003 0.019 0.002 0.002
C -0.299718 -0.700904 -7.384224 0.012 -0.015 0.004 0.000
C -2.140609 0.959543 -7.284292 -0.021 0.007 0.005 0.002
C 0.617469 -2.699822 -0.458051 -0.040 0.018 -0.027 0.030
C 0.992286 -2.318386 0.953471 -0.112 -0.105 0.097 -0.003
C 0.822823 -3.221964 2.007173 0.047 0.060 0.082 -0.019
C 1.345256 -2.947465 3.258807 -0.030 0.004 -0.048 0.024
C 2.114737 -1.779207 3.401605 0.001 -0.057 -0.043 -0.007
C 2.326265 -0.862397 2.388516 0.103 -0.057 0.084 0.038
C 1.661264 -1.113506 1.173245 -0.003 0.251 -0.252 0.006
O 1.595909 -0.188728 0.187482 0.137 -0.252 0.419 0.209
C 3.355365 0.267781 2.487327 -0.032 0.004 0.027 0.002
C 2.788635 1.641359 2.107214 0.050 0.073 -0.068 0.008
C 4.492446 -0.076611 1.511573 0.049 -0.025 -0.010 0.006
C 3.949614 0.361694 3.894382 -0.032 -0.050 0.005 -0.001
C 1.206276 -3.891796 4.453514 0.000 0.000 -0.005 0.003
C 0.311823 -5.091192 4.138450 0.001 0.002 -0.006 0.000
C 2.599130 -4.417973 4.831565 0.032 0.030 0.004 0.004
C 0.605887 -3.148833 5.656387 0.001 0.037 0.018 0.003
H -4.385772 -0.992307 0.816607 -0.019 0.021 0.012 0.003
H -2.953125 -1.305935 1.800970 0.075 -0.060 0.124 0.000
H -3.434427 0.365794 1.460944 -0.038 -0.003 -0.052 0.004
H -4.238439 -0.224672 -1.330830 0.007 0.002 -0.001 0.003
H -3.289015 1.183699 -0.803562 0.008 0.007 0.000 0.001
H -2.687865 0.164573 -2.107277 0.077 0.022 -0.041 0.002
H -2.121893 -2.663516 0.253990 -0.008 0.007 0.021 -0.004
H -3.421440 -2.432235 -0.919309 -0.010 -0.020 -0.042 0.002
H -1.315331 -3.243574 -2.011285 -0.020 0.006 -0.030 0.006
H -1.726579 -1.639453 -2.599059 -0.008 0.055 0.022 -0.004
H 1.634307 -0.845899 -1.963249 -0.016 -0.002 -0.004 -0.001
H 0.873739 -2.015476 -3.058723 0.032 -0.001 -0.006 0.004
H 0.239414 -1.154494 -4.995881 0.000 0.006 -0.001 -0.002
H -1.228392 2.822831 -5.346100 -0.004 -0.005 0.013 0.000
H -3.318061 3.172018 -2.810809 0.006 0.004 0.002 0.000
H -2.928456 4.894518 -2.880547 0.001 -0.009 -0.001 0.000
H -2.777581 3.898000 -4.326794 0.012 -0.013 -0.001 0.000
H -1.758650 3.150351 -0.770743 0.004 0.010 -0.010 -0.001
H -0.078272 3.656201 -0.946378 -0.022 -0.004 -0.003 -0.001
H -1.380160 4.839043 -1.094787 0.006 0.012 -0.005 0.002
H -0.320762 4.632626 -4.577696 0.004 0.008 0.015 0.000
H -0.520394 5.651951 -3.149542 0.002 -0.011 -0.004 0.000
H 0.784982 4.459726 -3.211596 -0.006 0.000 0.003 -0.001
H 1.271400 1.552590 -7.297736 -0.007 -0.001 -0.004 0.000
H 0.137534 1.638915 -8.655743 0.000 0.002 0.011 0.000
H -0.034926 2.739217 -7.285582 0.004 -0.012 -0.002 0.000
H 0.746751 -0.931836 -7.174218 -0.010 0.004 0.001 0.000
H -0.922420 -1.477308 -6.933884 0.002 0.009 -0.007 0.000
H -0.438218 -0.749997 -8.465618 0.002 0.001 0.005 0.000
H -2.462489 1.960374 -6.992359 0.007 -0.014 0.001 0.000
H -2.255679 0.874674 -8.367386 0.002 0.001 0.009 0.000
H -2.811436 0.239144 -6.811346 0.004 0.004 -0.003 0.000
H 0.015295 -3.609225 -0.428992 0.023 -0.013 0.027 0.000
H 1.524991 -2.935932 -1.020447 0.009 -0.006 0.007 0.004
H 0.289036 -4.144361 1.815152 -0.012 -0.031 0.020 0.000
H 2.583676 -1.600118 4.358735 0.008 0.013 0.014 0.000
H 2.518235 1.680881 1.053986 0.003 0.019 0.074 -0.009
H 1.917611 1.890346 2.704810 -0.087 0.027 0.056 -0.001
H 3.550333 2.403272 2.290123 0.007 -0.009 0.024 0.000
H 4.124319 -0.150330 0.486717 -0.002 0.010 0.031 0.001
H 5.252647 0.707397 1.544794 0.001 -0.005 -0.012 0.000
H 4.966702 -1.022447 1.784623 -0.011 -0.001 -0.015 -0.001
H 3.190913 0.589630 4.644804 0.003 -0.029 -0.045 0.001
H 4.457876 -0.562110 4.181010 0.015 0.019 -0.002 0.000
H 4.686697 1.165659 3.915694 0.002 0.000 0.003 0.000
H 0.730122 -5.712168 3.343336 0.001 0.002 0.002 0.000
H 0.214785 -5.716956 5.027590 0.001 0.011 -0.001 0.000
H -0.691232 -4.774948 3.843349 0.006 0.001 -0.006 0.000
H 3.067249 -4.919852 3.982469 -0.002 -0.007 0.004 0.000
H 3.259622 -3.609456 5.149627 -0.008 -0.012 -0.006 0.000
H 2.521495 -5.130588 5.655625 0.002 0.000 -0.002 0.000
H -0.455202 -2.948513 5.502480 0.012 0.033 -0.029 -0.001
H 0.706721 -3.756421 6.558881 -0.020 -0.011 -0.018 0.000
H 1.101605 -2.193505 5.839759 -0.004 -0.057 0.009 0.000
F -3.354075 -0.166268 4.130523 -0.063 0.006 -0.014 0.000
C -2.024693 -0.182302 4.196221 -0.005 0.097 0.034 0.002
F -1.599146 -1.372890 3.772744 0.068 -0.157 -0.037 0.000
F -1.654113 -0.025396 5.454139 -0.009 -0.005 0.079 0.000
S -1.308811 1.190640 3.137562 -0.025 -0.113 0.020 -0.008
O -0.784910 0.408223 1.997922 0.065 0.237 0.140 -0.006
O -2.397070 2.066822 2.835360 0.024 -0.061 -0.080 0.006
N -0.130645 1.740176 3.946746 0.032 0.174 -0.129 0.001
S -0.314584 3.011500 4.930679 0.016 -0.068 -0.057 0.001
O -1.487548 2.926678 5.744501 -0.004 0.000 -0.027 0.000
O 0.030656 4.232596 4.277510 0.004 -0.042 0.054 0.000
C 1.097599 2.616190 6.047349 -0.058 0.029 -0.029 0.000
F 1.071577 3.468631 7.067045 0.021 0.051 0.048 0.000
F 2.256645 2.742376 5.408525 0.055 0.030 -0.023 0.000
F 1.002619 1.376014 6.521413 -0.008 -0.064 0.037 0.000


Calculated values (Eh/bohr) of max |F| for the records, taken in order: 0.138; 0.010.
Calculated values (eV) of ΔE to the lowest compared entry with this formula, charge and spin for the records, taken in order: 4.861; 0.000.